Entry 1:
Here is a structure of composition C12H10ClNO at a distorted geometry from the OMol25 dataset. Energies are from ωB97M-V with the def2-TZVPD basis set.

Geometry as XYZ:
```
25
C12H10ClNO ωB97M-V with the def2-TZVPD basis set
C -3.00 -0.91 -0.09
C -2.81 -2.33 0.07
C -1.99 -0.03 0.03
C -1.57 -2.83 0.18
C -0.63 -0.47 0.48
C -0.45 -1.94 0.25
C 0.91 1.56 0.30
C 2.17 1.97 0.35
C 0.57 0.20 -0.24
C 0.78 -2.40 0.00
C 3.28 1.10 -0.18
C 2.89 -0.35 -0.10
N 1.67 -0.73 -0.12
O 1.55 -3.29 -0.15
Cl 4.13 -1.49 0.08
H -3.99 -0.56 -0.35
H -3.67 -2.98 0.02
H -2.14 1.02 -0.14
H -1.36 -3.89 0.16
H -0.52 -0.25 1.56
H 0.09 2.15 0.67
H 2.44 2.93 0.75
H 0.32 0.28 -1.31
H 3.47 1.36 -1.23
H 4.21 1.28 0.37
```

Calculated values
energy above the lowest of the compared OMol25 structures with the same formula, charge and spin: 4.4 kcal/mol
E: -28663.86753 eV
frontier orbital gap: 0.2671 hartree
charge: 0
E_HOMO: -6.9 eV

Entry 2:
Here is a structure of composition C12H10ClNO at a distorted geometry from the OMol25 dataset. Energies are from ωB97M-V with the def2-TZVPD basis set.

Geometry as XYZ:
```
25
C12H10ClNO ωB97M-V with the def2-TZVPD basis set
C 2.87 0.42 -1.00
C -2.79 -2.21 -0.07
C -2.11 -2.05 -1.25
C -2.45 -1.47 1.04
C -1.24 -1.05 -1.28
C -1.44 -0.52 0.97
C -0.89 -0.19 -0.26
C 1.42 0.10 1.00
C 0.08 0.73 -0.40
C 0.75 1.50 0.71
C 2.26 -0.35 -0.05
C 1.50 2.79 0.30
N 3.16 1.08 -1.91
O 1.00 -0.55 1.94
Cl 2.83 -1.97 0.07
H -3.35 -3.13 0.06
H -2.31 -2.62 -2.16
H -2.93 -1.80 1.87
H -0.88 -0.62 -2.12
H -1.07 -0.04 1.84
H 0.32 0.97 -1.47
H 0.16 1.66 1.59
H 1.13 3.66 0.79
H 1.44 2.83 -0.81
H 2.56 2.82 0.59
```

Calculated values
energy above the lowest of the compared OMol25 structures with the same formula, charge and spin: 44.9 kcal/mol
E: -28662.11274 eV
frontier orbital gap (alpha / beta): 0.2396 / 0.2391 hartree
charge: 0
E_HOMO (alpha / beta): -8.3 / -8.3 eV

Entry 3:
Here is a structure of composition C12H10F6N3O2SYb at a distorted geometry from the OMol25 dataset. Energies are from ωB97M-V with the def2-TZVPD basis set.

Geometry as XYZ:
```
35
C12H10F6N3O2SYb ωB97M-V with the def2-TZVPD basis set
Yb -0.33 -1.12 -0.39
N 1.51 -0.13 -4.38
C 1.38 -0.53 -3.08
S 1.33 -2.18 -2.59
N 1.54 0.51 -2.21
N 1.59 0.20 -0.90
C 2.55 0.83 -0.21
C 2.71 0.80 1.18
C 3.52 1.77 1.79
C 3.79 1.72 3.16
C 3.07 0.86 4.02
C 2.11 0.03 3.47
C 1.89 -0.08 2.06
O 1.12 -0.96 1.53
H 1.49 -0.84 -5.15
H 1.55 0.88 -4.58
H 3.10 1.60 -0.78
H 3.97 2.62 1.26
H 4.42 2.52 3.57
H 3.05 1.08 5.08
H 1.45 -0.53 4.12
C -4.62 -1.32 -0.52
C -3.13 -0.99 -0.43
O -2.26 -2.01 -0.30
C -2.74 -0.34 -1.83
F -2.48 -1.32 -2.72
F -1.55 0.42 -1.62
F -3.60 0.52 -2.34
C -2.99 -0.12 0.78
F -1.66 0.12 1.09
F -3.52 1.12 0.67
F -3.45 -0.75 1.90
H -4.61 -2.14 -1.30
H -5.23 -0.52 -0.85
H -4.96 -1.70 0.47
```

Calculated values
energy above the lowest of the compared OMol25 structures with the same formula, charge and spin: 6.3 kcal/mol
<S²>: 0.7508
E: -79842.66908 eV
frontier orbital gap (alpha / beta): 0.2655 / 0.2157 hartree
2S+1: 2
charge: 0
E_HOMO (alpha / beta): -7.2 / -7.2 eV

Entry 4:
Here is a structure of composition C12H10InNO4Te4 from the OMol25 dataset. Energies are from ωB97M-V with the def2-TZVPD basis set.

Geometry as XYZ:
```
32
C12H10InNO4Te4 ωB97M-V with the def2-TZVPD basis set
In 0.06 -1.33 0.63
O 2.42 1.71 -2.96
C 1.85 1.10 -1.90
O 2.05 -0.05 -1.61
C 0.94 2.00 -1.14
C 0.71 3.31 -1.56
C -0.14 4.11 -0.83
C -0.75 3.58 0.30
C -0.46 2.26 0.65
N 0.38 1.50 -0.04
C -1.03 1.59 1.87
O -2.13 2.13 2.41
O -0.55 0.60 2.35
H 2.99 1.05 -3.39
H 1.20 3.67 -2.45
H -0.33 5.13 -1.12
H -1.41 4.19 0.89
H -2.47 2.87 1.90
C -2.41 -1.74 0.99
C -2.23 -1.87 -0.42
C -1.57 -3.09 -0.66
C -1.33 -3.71 0.58
C -1.84 -2.88 1.60
H -2.97 -0.96 1.49
H -2.63 -1.21 -1.17
H -1.34 -3.51 -1.63
H -0.88 -4.68 0.73
H -1.85 -3.09 2.66
Te 3.12 -1.66 1.36
Te 5.63 -2.88 1.37
Te 4.74 -4.68 -0.46
Te 2.22 -3.47 -0.43
```

Calculated values
energy above the lowest of the compared OMol25 structures with the same formula, charge and spin: 6.3 kcal/mol
E: -56632.87879 eV
frontier orbital gap: 0.1833 hartree
charge: 0
E_HOMO: -6.1 eV

Entry 5:
Here is a structure of composition C12H10N2O5Sr at a distorted geometry from the OMol25 dataset. Energies are from ωB97M-V with the def2-TZVPD basis set.

Geometry as XYZ:
```
30
C12H10N2O5Sr ωB97M-V with the def2-TZVPD basis set
Sr -1.28 -0.51 -1.49
O -3.28 -1.39 1.74
C -2.61 -1.10 0.85
C 0.85 0.39 -2.96
O 1.65 0.74 -3.70
C -2.04 2.09 -1.12
O -2.47 3.16 -1.12
C 0.03 -2.89 -1.23
O 0.46 -3.96 -1.24
C -4.55 -1.86 -4.32
H -4.64 -2.91 -4.02
H -5.35 -1.19 -3.99
C -3.68 -1.49 -5.27
H -3.75 -0.50 -5.75
H -3.05 -2.22 -5.78
N 3.20 1.73 4.90
C 3.62 1.21 3.70
O 4.81 1.02 3.48
C 2.55 0.91 2.70
C 1.18 1.16 2.87
C 0.29 0.81 1.84
N 0.64 0.25 0.65
C 1.99 0.04 0.50
C 2.95 0.35 1.48
H 3.90 1.92 5.60
H 2.24 1.88 5.14
H 0.78 1.61 3.77
H -0.77 1.00 1.96
H 2.33 -0.40 -0.45
H 4.01 0.15 1.28
```

Calculated values
energy above the lowest of the compared OMol25 structures with the same formula, charge and spin: 8.8 kcal/mol
E: -26643.40761 eV
frontier orbital gap: 0.2470 hartree
charge: +2
E_HOMO: -15.0 eV

Entry 6:
Here is a structure of composition C12H10N3ORuS4Sb from the OMol25 dataset. Energies are from ωB97M-V with the def2-TZVPD basis set.

Geometry as XYZ:
```
32
C12H10N3ORuS4Sb ωB97M-V with the def2-TZVPD basis set
Ru 0.48 1.33 -0.41
O -0.07 -1.59 2.75
C -0.08 -0.62 1.99
N 0.70 -0.37 0.95
C 1.61 -1.42 0.55
C 1.28 -1.91 -0.84
C 1.68 -3.17 -1.29
C 1.36 -3.55 -2.59
C 0.66 -2.66 -3.39
C 0.32 -1.43 -2.87
N 0.61 -1.07 -1.62
C -1.12 0.46 2.22
C -2.00 0.37 3.29
C -2.98 1.33 3.42
C -3.06 2.35 2.47
C -2.14 2.37 1.44
N -1.19 1.44 1.32
H 1.58 -2.25 1.26
H 2.64 -1.03 0.53
H 2.22 -3.83 -0.63
H 1.65 -4.52 -2.96
H 0.40 -2.91 -4.41
H -0.20 -0.68 -3.46
H -1.88 -0.46 3.97
H -3.68 1.30 4.24
H -3.82 3.12 2.53
H -2.13 3.14 0.69
S 2.52 4.99 -3.39
Sb 1.56 3.50 -2.01
S -0.04 1.92 -2.81
S 0.28 4.01 -0.11
S 2.85 1.85 -0.84
```

Calculated values
energy above the lowest of the compared OMol25 structures with the same formula, charge and spin: 10.3 kcal/mol
<S²>: 8.7639
E: -71587.80896 eV
frontier orbital gap (alpha / beta): 0.2623 / 0.2371 hartree
2S+1: 6
charge: -1
E_HOMO (alpha / beta): -4.5 / -4.7 eV